1.
C6H10O4 | ωB97M-V/def2-TZVPD

Last column: Mulliken charge in e.
Geometry (Å):
C (0.633, 0.812, 0.642)  0.100
C (-2.851, -0.170, 0.535)  0.185
C (-1.876, 0.391, -0.395)  0.042
C (1.595, -0.100, -1.125)  -1.566
C (2.602, -0.511, 1.316)  -1.437
C (1.428, -0.398, 0.316)  0.925
O (0.543, 1.858, 1.204)  -0.436
O (-1.969, -0.974, -0.389)  -0.376
O (-4.219, -0.251, 0.305)  -0.549
O (-2.224, 1.073, -1.559)  -0.514
H (-2.411, -0.313, 1.481)  0.369
H (2.165, 0.807, -1.146)  0.404
H (2.176, -0.855, -1.597)  0.398
H (0.772, -0.161, -1.735)  0.352
H (3.102, -1.436, 1.156)  0.412
H (2.433, -0.291, 2.344)  0.366
H (3.385, 0.178, 0.964)  0.330
H (0.736, -1.276, 0.360)  0.287
H (-4.535, 0.337, -0.493)  0.364
H (-1.485, 1.280, -2.186)  0.343

Its energy relative to the best compared isomer or geometry (same formula, charge and spin) is 600.4 kJ/mol. The HOMO-LUMO gap (alpha / beta) is 8.18 / 7.38 eV. For the LUMO energy (alpha / beta), the calculation gives 0.6 / 0.6 eV.

2.
C32H40CdClN2O2SeSi | ωB97M-V/def2-TZVPD

Last column: Mulliken charge in e.
Geometry (Å):
Cd (-0.173, -0.806, 0.246)  2.257
C (1.949, -0.554, 2.369)  1.257
C (1.378, 0.439, 3.152)  0.119
C (0.112, -0.024, 3.620)  1.057
C (-0.131, -1.279, 3.054)  0.742
C (1.017, -1.650, 2.279)  -0.207
C (1.396, -3.086, 2.001)  -1.641
C (-1.298, -2.192, 3.331)  -1.765
C (-0.774, 0.697, 4.608)  -1.673
C (2.016, 1.774, 3.443)  -1.750
C (3.364, -0.520, 1.860)  -1.654
H (1.843, -3.555, 2.889)  0.287
H (2.124, -3.176, 1.189)  0.341
H (0.536, -3.687, 1.709)  0.356
H (-1.694, -2.646, 2.418)  0.159
H (-2.124, -1.647, 3.798)  0.400
H (-1.023, -3.012, 4.009)  0.350
H (-0.461, 0.524, 5.646)  0.329
H (-1.816, 0.375, 4.531)  0.351
H (-0.770, 1.782, 4.457)  0.336
H (2.886, 1.688, 4.108)  0.323
H (1.312, 2.460, 3.929)  0.365
H (2.374, 2.269, 2.526)  0.207
H (4.082, -0.418, 2.685)  0.456
H (3.559, 0.323, 1.178)  0.151
H (3.623, -1.439, 1.326)  0.335
Cl (-4.391, 4.633, 3.531)  -0.283
C (-3.718, 3.221, 2.731)  0.101
C (-4.473, 2.032, 2.661)  -0.438
C (-3.960, 0.922, 2.048)  -0.859
C (-2.659, 0.911, 1.436)  0.581
O (-2.227, -0.157, 0.908)  -0.766
C (-1.925, 2.150, 1.506)  0.446
C (-0.624, 2.353, 0.938)  -1.318
N (0.026, 1.551, 0.173)  1.897
C (1.179, 2.015, -0.489)  -0.408
C (1.415, 3.330, -0.794)  -0.630
C (2.600, 3.744, -1.449)  -0.996
C (3.542, 2.839, -1.829)  -0.910
C (3.310, 1.461, -1.599)  1.387
C (4.223, 0.455, -1.998)  -0.953
C (3.928, -0.853, -1.793)  -1.099
C (2.688, -1.181, -1.201)  -1.431
N (1.835, -0.280, -0.809)  1.575
C (2.123, 1.044, -0.965)  -0.519
C (-2.478, 3.267, 2.174)  -1.036
H (-5.457, 2.001, 3.116)  0.410
H (-4.519, -0.008, 2.015)  0.426
H (-0.172, 3.322, 1.173)  0.215
H (0.669, 4.071, -0.536)  0.584
H (2.749, 4.798, -1.655)  0.386
H (4.456, 3.150, -2.324)  0.413
H (5.157, 0.749, -2.470)  0.399
H (4.610, -1.642, -2.086)  0.500
H (2.376, -2.215, -1.070)  0.611
H (-1.897, 4.185, 2.236)  0.416
C (-0.427, -5.018, -3.553)  -1.129
Si (-0.566, -3.198, -3.151)  0.471
C (-1.955, -2.536, -4.229)  -0.880
C (0.980, -2.364, -3.797)  -0.750
Se (-0.914, -3.052, -0.951)  -0.855
H (-0.232, -5.181, -4.625)  0.337
H (-1.359, -5.533, -3.283)  0.257
H (0.388, -5.473, -2.972)  0.229
H (-1.887, -2.965, -5.242)  0.393
H (-1.869, -1.447, -4.317)  0.077
H (-2.938, -2.783, -3.811)  0.273
H (1.047, -2.503, -4.887)  0.453
H (1.890, -2.774, -3.340)  0.206
H (0.939, -1.286, -3.589)  0.032
C (-2.090, 2.026, -3.700)  -1.641
C (-1.909, 0.928, -2.674)  0.884
C (-3.152, 0.403, -2.007)  -0.967
O (-0.804, 0.513, -2.407)  -0.514
H (-2.762, 2.801, -3.320)  0.389
H (-2.559, 1.593, -4.590)  0.364
H (-1.126, 2.455, -3.970)  0.339
H (-3.929, 0.237, -2.761)  0.558
H (-3.523, 1.162, -1.307)  0.294
H (-2.943, -0.512, -1.455)  -0.007

As for the net charge: -1. Its energy relative to the best compared isomer or geometry (same formula, charge and spin) is 25.3 kJ/mol. The HOMO-LUMO gap is 5.48 eV. For the LUMO energy, the calculation gives 2.0 eV.

3.
C3H7NO3 | ωB97M-V/def2-TZVPD

Last column: Mulliken charge in e.
Geometry (Å):
O (-1.685, 1.286, 0.123)  -0.532
C (-0.709, 1.005, 0.842)  0.366
O (-0.040, 1.954, 1.570)  -0.447
C (0.401, 0.013, 0.149)  0.066
C (-0.457, -0.918, -0.782)  -0.321
O (-0.209, -0.688, -2.139)  -0.530
N (1.475, -0.504, 1.069)  -0.643
H (-0.278, 2.881, 1.414)  0.334
H (0.866, 0.730, -0.410)  0.329
H (-1.550, -0.558, -0.672)  0.308
H (-0.216, -1.996, -0.496)  0.176
H (-0.943, -0.945, -2.721)  0.323
H (1.158, -1.333, 1.603)  0.273
H (2.188, -0.928, 0.448)  0.300

Its energy relative to the best compared isomer or geometry (same formula, charge and spin) is 287.5 kJ/mol. The HOMO-LUMO gap is 10.12 eV. As for the SMILES: N[C@@H](CO)C(=O)O. For the LUMO energy, the calculation gives 0.3 eV.

4.
H11N3O4Si3 | ωB97M-V/def2-TZVPD

Last column: Mulliken charge in e.
Geometry (Å):
N (-1.383, 0.694, -1.837)  -0.324
N (1.422, -0.331, 2.378)  -0.642
N (-1.344, 0.065, 1.238)  -0.528
O (-2.895, 2.432, -0.120)  -0.433
O (-3.815, 0.052, -0.458)  -0.543
O (0.349, 1.931, 0.929)  -0.531
O (1.100, -0.448, -0.211)  0.331
Si (2.340, -1.122, -0.916)  0.069
Si (-2.469, 0.935, -0.573)  0.649
Si (0.337, 0.264, 1.089)  0.274
H (-1.432, 1.203, -2.713)  0.243
H (-0.894, -0.172, -1.828)  0.206
H (0.936, -0.746, 3.124)  0.250
H (1.934, 0.532, 2.810)  0.209
H (-1.647, -0.829, 1.475)  0.211
H (-2.126, 2.924, -0.037)  0.312
H (-3.889, -0.766, 0.067)  0.338
H (0.953, 2.430, 1.565)  0.276
H (3.662, -0.318, -0.558)  -0.099
H (2.260, -0.911, -2.401)  -0.149
H (2.229, -2.580, -0.860)  -0.119

Its energy relative to the best compared isomer or geometry (same formula, charge and spin) is 242.8 kJ/mol. The HOMO-LUMO gap is 9.47 eV. For the LUMO energy, the calculation gives 0.2 eV.

5.
C2HCl4F2NS3 | ωB97M-V/def2-TZVPD

Last column: Mulliken charge in e.
Geometry (Å):
C (3.076, 0.647, 0.733)  0.377
C (-2.500, 0.417, -1.287)  0.397
N (-0.177, -1.394, 1.775)  -0.566
F (2.730, 0.011, 1.819)  -0.102
F (-3.265, -0.575, -0.786)  -0.167
S (1.174, -1.268, -0.840)  -0.060
S (-1.296, 0.756, -0.001)  -0.106
S (-0.599, -1.360, 0.261)  0.314
Cl (4.389, 0.121, -0.118)  -0.049
Cl (2.679, 2.283, 0.465)  -0.055
Cl (-1.662, -0.160, -2.713)  -0.079
Cl (-3.595, 1.828, -1.679)  -0.148
H (-0.955, -1.307, 2.370)  0.245

Its energy relative to the best compared isomer or geometry (same formula, charge and spin) is 222.3 kJ/mol. The HOMO-LUMO gap (alpha / beta) is 7.70 / 5.30 eV. For the LUMO energy (alpha / beta), the calculation gives -1.0 / -3.1 eV.